Density functional theory data (wB97M-V/def2-TZVPD) for a 2-piece molecular cluster, H2N2O4S overall.

Bonds (Å) are listed after each position.
CARTESIAN COORDINATES (ANGSTROEM)
1 N 0.09 0.36 -0.35  H8 1.016, H9 1.017
2 N 0.81 -3.80 -1.06  O3 1.176, O4 1.177, S7 2.145
3 O 1.98 -3.92 -1.04  N2 1.176
4 O -0.08 -4.24 -1.69  N2 1.177
5 O 1.10 -2.57 1.51  S7 1.432
6 O -1.22 -2.94 0.77  S7 1.433
7 S 0.11 -2.48 0.48  N2 2.145, O5 1.432, O6 1.433
8 H 0.61 0.70 0.45  N1 1.016
9 H -0.89 0.56 -0.20  N1 1.017

## Properties
Max |F|   1.572 eV/Å
Energy relative to the best compared isomer or geometry (same formula, charge and spin)   94.79 kcal/mol
Total energy   -809.627280 hartree

So, what does the Mulliken scheme give us? The charges, in e, come out as: -0.477 0.834 -0.408 -0.408 -0.404 -0.408 0.762 0.256 0.253